{"formula": "C5H8N2", "method": "ωB97M-V/def2-TZVPD", "species": ["C", "C", "C", "N", "C", "C", "N", "H", "H", "H", "H", "H", "H", "H", "H"], "positions_angstrom": [[-1.9018, -0.9453, 0.1964], [-0.7932, -0.4558, -0.7761], [-0.1584, 0.8191, -0.2902], [0.8009, 0.3108, 0.6993], [2.2202, 0.6623, 0.6646], [1.6178, -0.4454, -0.1242], [1.2100, -1.0944, -1.1212], [-1.9292, -0.3376, 1.1139], [-1.8149, -1.9857, 0.5102], [-2.9090, -0.8448, -0.2517], [-1.1063, -0.5166, -1.8150], [0.3366, 1.3115, -1.1397], [-0.8388, 1.4966, 0.2255], [2.5118, 1.5971, 0.1848], [2.7162, 0.4581, 1.6125]], "forces_ev_per_a": [[0.39, -0.24, -0.05], [0.56, -0.11, -0.10], [-0.09, 0.24, -0.05], [-0.22, 0.38, 0.38], [0.35, 0.11, -0.03], [-0.78, -0.33, -0.11], [-1.49, 0.18, 0.85], [0.31, -0.22, -0.28], [0.14, -0.04, -0.11], [0.59, -0.03, -0.16], [0.22, 0.21, 0.08], [0.07, 0.16, 0.31], [-0.26, -0.03, -0.19], [0.16, -0.31, -0.24], [0.04, 0.02, -0.28]], "lowdin_charge": [-0.087, -0.113, -0.226, -0.049, -0.014, -0.448, 0.181, 0.069, 0.070, 0.077, 0.095, 0.121, 0.118, 0.107, 0.100], "gap_ev": [9.011, 9.010], "lumo_energy_ev": [0.409, 0.408], "e_above_lowest_kj_mol": 501.67, "fmax_ev_per_a": 1.72, "e_tot_ha": -304.64442, "e_homo_ev": [-8.6024, -8.6018]}

{"formula": "C16H7Cl5IN5O5Re", "method": "ωB97M-V/def2-TZVPD", "species": ["Re", "Cl", "C", "C", "C", "Cl", "C", "Cl", "C", "Cl", "C", "Cl", "O", "C", "O", "C", "C", "N", "N", "C", "C", "O", "O", "H", "H", "H", "N", "C", "O", "C", "C", "N", "C", "N", "H", "H", "I", "C", "H", "H"], "positions_angstrom": [[-0.2367, 0.3111, -0.3874], [-3.5892, 0.9582, -1.8748], [-3.0525, -0.6401, -1.5891], [-1.8137, -0.7964, -0.9577], [-1.4805, -2.1060, -0.5942], [0.0489, -2.2244, 0.3484], [-2.2432, -3.2340, -0.8663], [-1.6827, -4.8151, -0.4336], [-3.4099, -3.0219, -1.6433], [-4.4302, -4.3232, -2.0560], [-3.8061, -1.7309, -1.9883], [-5.3094, -1.4935, -2.9015], [4.7736, 0.6294, -3.0427], [4.9245, 1.1315, -1.8093], [5.8150, 1.9404, -1.5993], [3.9588, 0.6971, -0.7338], [3.7979, 1.1781, 0.5638], [2.5426, 0.8808, 1.0705], [1.8359, 0.2422, 0.0806], [2.6893, 0.0717, -1.0415], [1.9919, -0.4178, -2.2282], [2.4899, -0.7352, -3.3028], [0.6279, -0.2949, -1.9646], [4.0138, -0.0628, -3.1150], [4.5268, 1.6887, 1.1828], [2.1264, 1.3086, 1.9179], [-2.4807, -0.3104, 2.3443], [-1.3387, 0.3384, 2.5025], [-0.5893, 0.6173, 1.4970], [-0.9129, 0.7125, 3.8021], [-1.7991, 0.5659, 4.8343], [-2.5689, 0.4113, 5.7073], [0.3884, 1.2017, 3.9254], [1.4920, 1.5333, 3.7651], [-2.8452, -0.5069, 1.4061], [-3.1118, -0.4246, 3.1380], [-0.3998, 3.7801, 0.3759], [-0.2693, 2.1769, -1.0193], [0.5431, 2.4986, -1.7172], [-1.2171, 2.2641, -1.5960]], "forces_ev_per_a": [[1.23, -1.20, 1.78], [-0.25, 0.35, -0.20], [0.68, 0.16, -0.03], [-1.72, -1.26, 0.13], [0.05, -0.18, 0.22], [-0.90, -0.63, -0.40], [0.04, 0.11, -0.71], [-0.37, 0.54, -0.09], [0.28, -0.20, 0.64], [0.13, -0.39, -0.01], [-1.05, 0.07, -0.47], [1.14, -0.09, 0.70], [-1.37, -1.12, 0.79], [1.97, 0.75, -0.09], [-1.44, -1.05, 0.25], [-2.37, -0.61, -0.95], [-0.82, -0.24, 0.97], [2.09, -0.10, -3.36], [2.79, 0.92, -0.70], [0.10, 1.85, 4.30], [-2.60, 0.61, -0.76], [-0.93, 0.22, 1.88], [3.32, -1.49, -3.80], [1.21, 1.18, -0.09], [-0.19, 0.05, -0.16], [-0.14, -0.59, -0.05], [-1.44, -0.53, -0.72], [0.67, 0.51, 1.03], [-0.30, 0.25, 0.92], [0.26, -0.06, -1.80], [-2.36, -0.52, 3.53], [1.34, 0.28, -1.79], [1.54, 0.42, -0.71], [-0.89, -0.18, 0.27], [0.34, 0.26, 0.70], [0.39, 0.02, -0.38], [0.07, 0.09, 0.33], [-0.52, 2.22, -1.92], [-0.47, -0.49, 0.55], [0.53, 0.09, 0.18]], "mulliken_spin": [2.615, 0.010, -0.028, 0.059, 0.006, 0.006, -0.024, -0.004, 0.064, 0.011, -0.033, -0.001, 0.000, 0.000, 0.000, 0.002, 0.013, 0.006, 0.020, 0.009, 0.013, 0.041, 0.034, 0.001, 0.001, -0.003, 0.008, 0.008, 0.070, 0.017, -0.004, 0.012, -0.004, 0.008, 0.001, 0.001, 0.065, -0.049, 0.026, 0.024], "gap_ev": [7.053, 6.811], "lumo_energy_ev": [-1.722, -2.145], "e_above_lowest_kj_mol": 0.00, "spin_multiplicity": 4, "fmax_ev_per_a": 5.26, "e_tot_ha": -3940.80406, "e_homo_ev": [-8.7743, -8.9562]}

{"formula": "C4H7NO2S", "method": "ωB97M-V/def2-TZVPD", "species": ["C", "C", "C", "C", "H", "H", "H", "H", "H", "H", "H", "N", "O", "O", "S"], "positions_angstrom": [[1.8274, -1.4913, -0.5490], [0.2658, 0.6003, 0.9984], [0.8020, 1.5468, -0.2982], [-1.1879, -0.9318, -0.1986], [2.3452, -0.6025, -0.7157], [1.2725, -1.5630, -1.5669], [2.3613, -2.3921, -0.5989], [-0.5938, 1.0975, 1.3250], [1.0477, 0.4259, 1.6855], [0.3359, 1.1281, -1.3492], [-1.4123, -1.9797, -0.8331], [-0.0421, -0.7537, 0.3991], [0.9375, -1.7414, 0.4927], [1.6823, 2.4159, -0.1808], [-2.2665, 0.3388, -0.1844]], "forces_ev_per_a": [[-2.06, -2.39, -3.79], [1.90, -0.55, -3.95], [1.65, -0.07, 0.39], [-1.93, -1.78, -2.16], [1.14, 1.68, 1.19], [0.27, 0.08, 1.41], [1.72, -0.82, 0.16], [-1.14, 0.23, 0.98], [0.84, 0.20, 0.84], [1.06, 1.26, 2.16], [0.95, 2.76, 2.10], [0.49, 1.45, 1.59], [-0.91, 1.64, 0.31], [-3.29, -2.86, -0.54], [-0.70, -0.83, -0.69]], "lowdin_charge": [-0.097, -0.082, -0.179, -0.640, 0.067, 0.124, 0.080, 0.025, 0.109, 0.146, 0.160, -0.252, -0.079, 0.010, 0.609], "smiles": "CON(C=S)CC=O", "gap_ev": 9.243, "lumo_energy_ev": 0.595, "e_above_lowest_kj_mol": 528.18, "fmax_ev_per_a": 4.93, "e_tot_ha": -759.87537, "e_homo_ev": -8.6484}